Version i
C4H8FINO | ωB97M-V/def2-TZVPD

For the gap between HOMO and LUMO, the calculation gives 9.755 eV. For the lowest unoccupied orbital energy, the calculation gives -4.12 eV. Its net charge is +1.

Last columns: bonded neighbours and bond lengths (Å).
CARTESIAN COORDINATES (ANGSTROEM)
1 C 1.142 0.989 0.038  N2 1.504, H9 1.235, H10 1.119, H11 1.152
2 N -0.193 0.440 -0.380  C1 1.504, C3 1.475, H12 1.098, H13 1.094
3 C -0.630 -0.751 0.373  N2 1.475, C4 1.582, C6 1.542, H14 1.075
4 C 0.421 -1.925 0.228  C3 1.582, O5 1.186, H15 1.076
5 O 0.775 -2.499 1.203  C4 1.186
6 C -1.956 -1.247 -0.239  C3 1.542, F7 1.342, I8 2.155, H16 1.038
7 F -1.926 -1.425 -1.569  C6 1.342
8 I -3.579 0.115 0.153  C6 2.155
9 H 2.156 0.291 -0.069  C1 1.235
10 H 1.492 1.956 -0.403  C1 1.119
11 H 1.013 0.980 1.183  C1 1.152
12 H -0.821 1.340 -0.357  N2 1.098
13 H -0.133 0.079 -1.412  N2 1.094
14 H -0.648 -0.470 1.410  C3 1.075
15 H 0.830 -2.102 -0.752  C4 1.076
16 H -2.401 -2.067 0.216  C6 1.038

natural (NBO) atomic charge list, values in e, 8 entries:
1 C -0.48
2 N -0.55
3 C -0.22
4 C 0.41
5 O -0.41
6 C 0.09
7 F -0.33
8 I 0.12

=====

Version ii
C4H8FINO | ωB97M-V/def2-TZVPD

For the gap between HOMO and LUMO (alpha / beta), the calculation gives 10.068 / 5.667 eV. For the lowest unoccupied orbital energy (alpha / beta), the calculation gives -3.43 / -6.16 eV. Its net charge is +1.

Last columns: bonded neighbours and bond lengths (Å).
CARTESIAN COORDINATES (ANGSTROEM)
1 C -1.072 1.236 -0.815  C3 1.386, O6 1.328, H9 1.083
2 C -1.071 -0.994 1.301  N5 1.459, H10 1.124, H11 1.130, H12 1.179
3 C -0.619 -0.067 -0.943  C1 1.386, N5 1.297, H13 1.074
4 C 2.657 0.121 0.817  F7 1.351, I8 2.127, H14 1.044
5 N -0.717 -1.059 -0.113  C2 1.459, C3 1.297, H15 1.067
6 O -1.009 2.187 -1.741  C1 1.328, H16 0.973
7 F 1.494 0.800 0.706  C4 1.351
8 I 3.000 -1.099 -0.891  C4 2.127
9 H -1.608 1.629 0.040  C1 1.083
10 H -2.168 -1.191 1.444  C2 1.124
11 H -0.405 -1.681 1.902  C2 1.130
12 H -0.934 0.171 1.414  C2 1.179
13 H -0.058 -0.272 -1.837  C3 1.074
14 H 3.331 0.217 1.608  C4 1.044
15 H -0.168 -1.960 -0.274  N5 1.067
16 H -0.655 1.962 -2.619  O6 0.973

natural (NBO) atomic charge list, values in e, 8 entries:
1 C 0.24
2 C -0.44
3 C 0.02
4 C 0.06
5 N -0.40
6 O -0.56
7 F -0.36
8 I 0.13

=====

The structure with the least stability is version ii.

=====

Version i
C15H20N4O3S | ωB97M-V/def2-TZVPD

For the gap between HOMO and LUMO, the calculation gives 8.560 eV. For the lowest unoccupied orbital energy, the calculation gives 0.08 eV.

Last columns: bonded neighbours and bond lengths (Å).
CARTESIAN COORDINATES (ANGSTROEM)
1 C -1.504 -2.832 1.504  C2 1.524, H24 1.088, H25 1.088, H26 1.087
2 C -2.594 -1.903 0.984  C1 1.524, C3 1.531, H27 1.091, H28 1.091
3 C -2.594 -1.829 -0.544  C2 1.531, N4 1.444, H29 1.093, H30 1.093
4 N -1.515 -1.027 -1.074  C3 1.444, C5 1.369, C22 1.391
5 C -1.516 0.323 -1.298  N4 1.369, S6 1.748, N20 1.293
6 S -2.776 1.400 -0.741  C5 1.748, C7 1.841
7 C -1.745 2.511 0.303  S6 1.841, C8 1.513, H31 1.083, H32 1.089
8 C -1.137 1.628 1.370  C7 1.513, O9 1.222, C10 1.447
9 O -1.804 1.247 2.321  C8 1.222
10 C 0.190 1.098 1.144  C8 1.447, N11 1.379, C18 1.392
11 N 0.494 -0.074 1.805  C10 1.379, C12 1.338, H33 1.010
12 C 1.679 -0.556 1.411  N11 1.338, C13 1.485, C14 1.400
13 C 2.203 -1.825 1.976  C12 1.485, H34 1.088, H35 1.087, H36 1.090
14 C 2.218 0.355 0.495  C12 1.400, C15 1.468, C18 1.422
15 C 3.471 0.235 -0.260  C14 1.468, C16 1.512, O17 1.213
16 C 3.936 -1.173 -0.560  C15 1.512, H37 1.088, H38 1.088, H39 1.087
17 O 4.088 1.195 -0.671  C15 1.213
18 C 1.287 1.420 0.351  C10 1.392, C14 1.422, C19 1.487
19 C 1.494 2.639 -0.477  C18 1.487, H40 1.088, H41 1.090, H42 1.086
20 N -0.444 0.716 -1.904  C5 1.293, N21 1.357
21 N 0.309 -0.402 -2.063  N20 1.357, C22 1.368, H43 1.006
22 C -0.303 -1.515 -1.553  N4 1.391, N21 1.368, O23 1.208
23 O 0.116 -2.646 -1.506  C22 1.208
24 H -1.720 -3.859 1.220  C1 1.088
25 H -1.444 -2.784 2.589  C1 1.088
26 H -0.539 -2.571 1.078  C1 1.087
27 H -2.478 -0.899 1.397  C2 1.091
28 H -3.570 -2.272 1.303  C2 1.091
29 H -2.474 -2.831 -0.964  C3 1.093
30 H -3.531 -1.393 -0.900  C3 1.093
31 H -1.026 3.010 -0.336  C7 1.083
32 H -2.459 3.210 0.737  C7 1.089
33 H -0.137 -0.487 2.475  N11 1.010
34 H 1.632 -2.101 2.859  C13 1.088
35 H 3.249 -1.723 2.256  C13 1.087
36 H 2.122 -2.634 1.250  C13 1.090
37 H 4.638 -1.141 -1.390  C16 1.088
38 H 4.455 -1.578 0.305  C16 1.088
39 H 3.099 -1.823 -0.803  C16 1.087
40 H 1.186 3.528 0.071  C19 1.088
41 H 0.921 2.575 -1.402  C19 1.090
42 H 2.546 2.729 -0.729  C19 1.086
43 H 1.216 -0.343 -2.495  N21 1.006

natural (NBO) atomic charge list, values in e, 8 entries:
1 C -0.62
2 C -0.41
3 C -0.21
4 N -0.44
5 C 0.19
6 S 0.28
7 C -0.59
8 C 0.54

=====

Version ii
C15H20N4O3S | ωB97M-V/def2-TZVPD

For the gap between HOMO and LUMO, the calculation gives 7.537 eV. For the lowest unoccupied orbital energy, the calculation gives -0.57 eV.

Last columns: bonded neighbours and bond lengths (Å).
CARTESIAN COORDINATES (ANGSTROEM)
1 C 0.778 -1.473 3.167  C2 1.588, H24 0.994, H25 1.245, H26 1.017
2 C -0.638 -1.926 2.608  C1 1.588, C3 1.384, C23 1.483
3 C -1.662 -2.162 3.510  C2 1.384, C4 1.425, H27 1.135
4 C -2.909 -2.388 2.857  C3 1.425, C5 1.575, H28 1.032
5 C -3.126 -2.556 1.307  C4 1.575, C6 1.403, H29 0.921
6 C -1.977 -2.198 0.586  C5 1.403, C7 1.506, C23 1.405
7 C -2.068 -2.391 -0.904  C6 1.506, C8 1.509, H30 1.156, H31 1.097
8 C -2.376 -0.994 -1.383  C7 1.509, N9 1.249, H32 0.891, H33 1.174
9 N -1.631 -0.012 -1.182  C8 1.249, C10 1.578, H34 1.050
10 C -1.650 0.882 0.118  N9 1.578, O11 1.140, C12 1.574
11 O -2.720 0.998 0.492  C10 1.140
12 C -0.415 1.789 0.475  C10 1.574, N13 1.402, H35 0.983, H36 1.055
13 N 0.417 1.992 -0.634  C12 1.402, C14 1.388, S15 1.709
14 C 0.122 2.813 -1.713  N13 1.388, H37 1.177, H38 0.903, H39 1.136
15 S 1.627 0.820 -0.920  N13 1.709, O16 1.512, O17 1.522, C18 1.778
16 O 1.256 -0.207 -1.967  S15 1.512
17 O 1.977 0.117 0.384  S15 1.522
18 C 3.108 1.587 -1.537  S15 1.778, C19 1.625, N22 1.411
19 C 3.976 2.775 -0.847  C18 1.625, N20 1.283, H40 1.002
20 N 4.876 2.967 -1.740  C19 1.283, C21 1.239
21 C 4.645 2.355 -2.793  N20 1.239, N22 1.540, H41 1.200
22 N 3.709 1.134 -2.730  C18 1.411, C21 1.540, H42 0.962
23 C -0.758 -1.770 1.139  C2 1.483, C6 1.405, H43 1.185
24 H 1.190 -2.313 3.503  C1 0.994
25 H 1.550 -0.808 2.453  C1 1.245
26 H 0.786 -0.761 3.893  C1 1.017
27 H -1.336 -1.828 4.545  C3 1.135
28 H -3.656 -2.478 3.564  C4 1.032
29 H -4.044 -2.495 1.258  C5 0.921
30 H -2.989 -3.050 -1.133  C7 1.156
31 H -1.049 -2.654 -1.216  C7 1.097
32 H -2.578 -0.997 -2.251  C8 0.891
33 H -3.440 -0.763 -0.943  C8 1.174
34 H -0.613 -0.122 -1.415  N9 1.050
35 H -0.729 2.572 0.979  C12 0.983
36 H 0.020 1.064 1.106  C12 1.055
37 H -0.660 2.164 -2.307  C14 1.177
38 H -0.293 3.507 -1.311  C14 0.903
39 H 1.018 2.854 -2.410  C14 1.136
40 H 3.890 2.998 0.126  C19 1.002
41 H 5.068 2.270 -3.913  C21 1.200
42 H 3.106 0.626 -3.280  N22 0.962
43 H 0.198 -1.939 0.459  C23 1.185

natural (NBO) atomic charge list, values in e, 8 entries:
1 C -0.65
2 C 0.06
3 C -0.31
4 C -0.12
5 C -0.25
6 C 0.04
7 C -0.44
8 C -0.19

=====

The structure with the least stability is version ii.

=====

Version i
CH2N2O4 | ωB97M-V/def2-TZVPD

For the gap between HOMO and LUMO, the calculation gives 10.694 eV. For the lowest unoccupied orbital energy, the calculation gives -0.15 eV.

Last columns: bonded neighbours and bond lengths (Å).
CARTESIAN COORDINATES (ANGSTROEM)
1 O -2.134 -1.855 -0.431  N2 1.153
2 N -1.456 -0.925 -0.505  O1 1.153, O3 1.416
3 O -0.778 -0.578 0.688  N2 1.416, C4 1.434
4 C 0.069 0.563 0.492  O3 1.434, N5 1.525, H8 1.191, H9 1.105
5 N 1.244 0.240 -0.426  C4 1.525, O6 1.204, O7 1.162
6 O 1.423 -0.930 -0.644  N5 1.204
7 O 1.908 1.118 -0.800  N5 1.162
8 H -0.640 1.449 0.132  C4 1.191
9 H 0.363 0.919 1.495  C4 1.105

natural (NBO) atomic charge list, values in e, 8 entries:
1 O -0.22
2 N 0.37
3 O -0.40
4 C -0.05
5 N 0.53
6 O -0.36
7 O -0.33
8 H 0.23

=====

Version ii
CH2N2O4 | ωB97M-V/def2-TZVPD

For the gap between HOMO and LUMO (alpha / beta), the calculation gives 9.131 / 7.480 eV. For the lowest unoccupied orbital energy (alpha / beta), the calculation gives -0.06 / -0.27 eV.

Last columns: bonded neighbours and bond lengths (Å).
CARTESIAN COORDINATES (ANGSTROEM)
1 C 0.733 -1.160 0.084  N3 1.263, O4 1.158
2 N 2.930 -0.405 -0.306  O5 1.378, O6 1.437
3 N 0.073 -0.209 -0.421  C1 1.263, O7 1.398, H8 0.993
4 O 0.893 -2.217 0.527  C1 1.158
5 O 3.675 0.280 0.630  N2 1.378, O6 1.400
6 O 3.003 1.029 -0.344  N2 1.437, O5 1.400
7 O -1.299 -0.313 -0.667  N3 1.398, H9 0.964
8 H 0.467 0.670 -0.661  N3 0.993
9 H -1.259 -0.425 -1.624  O7 0.964

natural (NBO) atomic charge list, values in e, 8 entries:
1 C 0.77
2 N 0.03
3 N -0.38
4 O -0.45
5 O -0.14
6 O -0.20
7 O -0.52
8 H 0.42

=====

The structure with the least stability is version ii.

=====

Version i
ClH3NOP | ωB97M-V/def2-TZVPD

For the gap between HOMO and LUMO, the calculation gives 10.623 eV. For the lowest unoccupied orbital energy, the calculation gives 0.25 eV.

Last columns: bonded neighbours and bond lengths (Å).
CARTESIAN COORDINATES (ANGSTROEM)
1 N -1.138 -0.623 0.442  P2 1.607, H4 1.045, H5 1.018
2 P -0.259 0.707 0.247  N1 1.607, O3 1.446
3 O -0.546 1.023 -1.134  P2 1.446
4 H -1.306 -1.240 1.269  N1 1.045
5 H -1.721 -0.703 -0.389  N1 1.018
6 Cl -2.162 -0.616 -3.205  H7 1.253
7 H -1.462 0.324 -2.762  Cl6 1.253

Just the natural (NBO) charges please, in e? Sure, here they are:
1 N -1.21
2 P 1.47
3 O -1.10
4 H 0.42
5 H 0.43
6 Cl -0.31
7 H 0.30

=====

Version ii
ClH3NOP | ωB97M-V/def2-TZVPD

For the gap between HOMO and LUMO, the calculation gives 10.369 eV. For the lowest unoccupied orbital energy, the calculation gives 0.08 eV.

Last columns: bonded neighbours and bond lengths (Å).
CARTESIAN COORDINATES (ANGSTROEM)
1 N 0.052 -0.657 -0.940  P2 1.707, H4 0.964, H5 1.041
2 P -1.362 -0.091 -0.171  N1 1.707, O3 1.442
3 O -1.452 1.345 -0.273  P2 1.442
4 H -0.085 -1.574 -1.204  N1 0.964
5 H 1.014 -0.273 -1.051  N1 1.041
6 Cl 0.949 0.393 2.458  H7 1.360
7 H 0.885 0.857 1.181  Cl6 1.360

Just the natural (NBO) charges please, in e? Sure, here they are:
1 N -1.21
2 P 1.44
3 O -1.03
4 H 0.39
5 H 0.42
6 Cl -0.28
7 H 0.28

=====

The structure with the least stability is version ii.